No. 1
Density functional theory data (ωB97M-V/def2-TZVPD) for 5 unconnected molecules or ions with the total composition C15H18Cl4N2O4.

Summary:
- frontier orbital gap (eV) = 9.08
- SMILES string = C[N+](=O)[O-].C[N+](=O)[O-].ClC(Cl)(Cl)Cl.c1ccccc1.c1ccccc1
- lowest unoccupied orbital energy (Ha) = -0.00459
- total charge = 0

XYZ file:
```
43
Properties=species:S:1:pos:R:3:forces:R:3
C -0.416 2.027 2.581 -0.378 -0.764 -0.081
Cl 0.202 3.058 1.317 0.601 0.322 0.060
Cl -1.755 2.800 3.377 -0.378 0.541 0.510
Cl -1.119 0.599 1.745 0.551 -0.197 0.385
Cl 0.806 1.583 3.824 -0.395 0.082 -0.894
C -6.258 0.207 0.039 -0.216 0.124 -0.207
N -7.377 -0.325 0.889 0.476 -2.116 2.417
O -7.737 0.358 1.856 0.108 -0.595 -1.928
O -7.673 -1.537 0.759 0.213 2.687 -0.370
H -6.691 0.633 -0.866 0.039 -0.041 0.090
H -5.593 -0.620 -0.209 -0.312 0.031 0.041
H -5.727 0.966 0.613 -0.289 -0.084 -0.051
C 4.506 -0.791 7.489 -0.300 -0.201 -0.296
N 3.687 -2.067 7.466 1.650 -1.412 -0.814
O 3.356 -2.539 6.376 -0.056 1.192 1.000
O 3.603 -2.668 8.513 -0.579 0.270 0.294
H 5.190 -0.838 6.641 -0.529 0.193 -0.217
H 5.135 -0.739 8.378 -0.617 -0.215 0.173
H 3.761 0.002 7.444 0.430 0.179 -0.145
C -1.737 0.340 -4.849 0.439 -0.787 1.554
C -3.054 0.452 -5.177 -1.058 2.780 -0.647
C -3.711 1.743 -4.970 -0.509 -3.344 -0.998
C -3.109 2.784 -4.336 0.905 -0.301 0.013
C -1.821 2.556 -3.882 2.035 -1.171 0.183
C -1.120 1.308 -4.075 -1.299 2.180 -0.398
H -1.216 -0.598 -4.965 0.050 -0.127 -0.373
H -3.503 -0.338 -5.759 -0.441 0.089 0.127
H -4.723 1.782 -5.346 -0.158 0.332 0.025
H -3.546 3.766 -4.224 -0.218 -0.077 0.004
H -1.303 3.395 -3.441 0.180 -0.090 0.346
H -0.117 1.097 -3.734 0.072 0.512 0.192
C 3.065 -2.035 -1.954 0.716 -1.013 -0.179
C 4.218 -1.529 -2.548 0.788 1.167 1.283
C 5.166 -0.917 -1.696 -0.209 -0.377 0.084
C 5.002 -0.891 -0.303 0.845 -0.006 -1.002
C 3.980 -1.590 0.256 -1.227 -0.362 0.044
C 3.012 -2.159 -0.574 -0.354 0.562 0.522
H 2.344 -2.551 -2.569 -0.305 0.199 -0.016
H 4.393 -1.523 -3.614 -0.153 -0.115 -0.057
H 6.113 -0.528 -2.040 -0.136 0.201 -0.535
H 5.729 -0.392 0.321 0.154 0.009 -0.029
H 3.878 -1.683 1.328 -0.024 0.045 0.091
H 2.158 -2.597 -0.080 -0.115 -0.299 -0.200
```
Positions in Å, forces in eV/Å.

No. 2
Density functional theory data (ωB97M-V/def2-TZVPD) for a single C15H18ClN5O5S2 molecule.

Summary:
- frontier orbital gap (eV) = 8.57
- SMILES string = CCCCn1cnnc1NS(=O)(=O)c1cc(C(N)=O)c(Cl)cc1SCC(=O)O
- lowest unoccupied orbital energy (Ha) = -0.02062
- total charge = 0

XYZ file:
```
46
Properties=species:S:1:pos:R:3:forces:R:3
O -4.221 -3.555 3.906 0.619 -0.155 0.910
O 4.380 0.686 3.184 0.087 -3.413 -0.395
O -2.150 1.627 0.477 0.793 -2.446 -0.006
O -0.146 2.018 1.668 0.203 -2.229 -0.480
Cl -1.567 -4.715 3.644 0.371 0.415 0.105
N -1.325 -1.864 -2.315 1.502 2.027 -2.318
N -1.152 -1.104 -1.218 -2.178 -1.478 3.027
O 4.861 -1.562 2.785 0.733 1.358 0.276
S 1.755 -0.887 1.495 -0.450 -0.648 1.713
C -3.901 -2.529 3.327 -1.287 -3.312 0.275
C 4.065 -0.507 3.061 -1.127 2.304 0.079
C -0.586 -1.220 -3.242 -0.273 -1.844 -0.586
C -0.367 -0.122 -1.403 0.343 -0.731 -0.525
C -0.126 -2.635 2.707 0.080 -0.746 -0.518
C -2.387 -1.128 2.044 4.490 -0.490 1.005
C -1.391 -3.083 3.083 -0.657 0.431 0.139
C 0.081 -1.424 2.036 0.141 1.056 -0.179
C -2.543 -2.277 2.906 1.772 2.707 -2.604
C -1.040 -0.633 1.712 -1.715 -0.779 0.107
N -4.901 -1.727 2.952 0.057 2.521 -1.461
N 0.078 -0.172 -2.649 0.226 0.069 -2.449
N 0.103 0.751 -0.452 -2.690 -3.567 1.734
C 2.581 -0.919 3.189 1.394 -0.963 -1.888
C 0.987 4.544 -4.090 -0.347 1.167 -0.348
C 1.030 0.743 -3.244 -1.687 1.917 2.515
C 1.428 3.149 -3.717 1.102 -0.400 -0.615
C 0.343 2.101 -3.672 1.202 -1.024 -0.686
S -0.876 1.028 0.875 -0.854 3.454 1.276
H 5.783 -1.209 2.759 -0.657 -0.353 -0.069
H -0.443 -1.542 -4.340 -0.207 0.710 2.159
H 0.684 -3.371 2.797 -0.225 0.595 0.064
H -3.163 -0.603 1.580 -1.155 0.824 -0.099
H -5.794 -2.115 3.044 -1.214 -0.865 0.621
H -4.850 -1.246 2.070 0.271 0.362 0.159
H 0.589 1.476 -0.788 2.173 3.653 -0.864
H 2.132 -0.242 3.818 -1.130 1.915 1.076
H 2.481 -1.871 3.669 0.095 -0.849 -0.162
H 1.039 5.266 -3.187 -0.655 -1.192 -1.585
H -0.017 4.392 -4.568 0.485 0.910 0.817
H 1.587 5.022 -4.902 -0.173 -0.490 0.701
H 1.773 0.883 -2.423 -0.266 0.450 -0.659
H 1.543 0.237 -3.966 1.202 -1.060 -2.325
H 1.825 3.132 -2.745 0.685 0.373 1.625
H 2.300 2.780 -4.288 -0.496 0.202 -0.324
H -0.357 2.391 -2.896 -0.520 -0.114 -0.136
H -0.124 2.035 -4.683 -0.064 -0.270 0.896
```
Positions in Å, forces in eV/Å.

No. 3
Density functional theory data (ωB97M-V/def2-TZVPD) for a molecular structure, C15H18CrN4S.

Summary:
- spin multiplicity = 2
- frontier orbital gap (spin up / spin down) (eV) = 7.65 / 7.95
- lowest unoccupied orbital energy (spin up / spin down) (Ha) = -0.44529 / -0.43772
- total charge = +3

XYZ file:
```
39
Properties=species:S:1:pos:R:3:forces:R:3
Cr -0.870 -0.750 0.134 -0.832 -0.685 0.397
C 0.241 1.530 2.646 -0.027 -0.058 -0.036
C -0.478 0.261 2.304 0.203 0.174 -0.092
C 0.198 -0.973 2.274 0.055 0.088 0.049
C -0.484 -2.168 2.030 0.002 0.065 -0.195
C -1.872 -2.151 1.806 -0.062 -0.008 0.047
C -2.565 -0.937 1.847 -0.075 -0.079 0.047
C -1.870 0.254 2.059 0.016 0.036 -0.057
H 0.295 1.607 3.737 -0.014 0.003 -0.008
H -0.286 2.413 2.285 0.001 -0.029 -0.013
H 1.267 1.534 2.279 -0.022 -0.019 0.003
H 1.260 -0.998 2.491 0.021 0.008 -0.117
H 0.047 -3.111 2.056 0.033 -0.002 -0.126
H -2.410 -3.078 1.661 0.014 -0.020 -0.135
H -3.641 -0.924 1.727 -0.018 0.012 -0.104
H -2.415 1.189 2.110 0.001 0.033 -0.102
C 2.800 0.446 -1.704 -0.034 0.043 -0.057
C 1.434 0.326 -1.135 0.040 0.334 -0.165
N 0.857 -0.785 -0.839 0.329 -0.178 0.148
N 1.393 -2.007 -1.211 -0.216 0.156 0.186
C 0.458 -2.905 -1.580 0.017 -0.147 -0.120
N 0.814 -4.043 -2.111 -0.142 -0.053 -0.057
S -1.218 -2.519 -1.309 0.272 0.116 0.334
C 0.487 1.463 -1.017 -0.047 -0.436 -0.067
C 0.774 2.754 -1.356 0.032 0.350 -0.107
C -0.283 3.674 -1.446 0.117 0.029 -0.010
C -1.574 3.254 -1.203 -0.048 0.005 -0.005
C -1.789 1.936 -0.819 0.190 -0.113 0.055
N -0.784 1.056 -0.725 0.182 0.373 0.243
H 3.482 -0.303 -1.299 0.006 0.039 0.011
H 3.227 1.425 -1.499 0.009 -0.010 0.013
H 2.761 0.334 -2.795 -0.020 0.004 0.026
H 2.355 -2.062 -1.526 0.035 0.017 0.005
H 1.777 -4.294 -2.301 0.010 0.000 -0.005
H 0.109 -4.718 -2.382 0.014 -0.023 0.006
H 1.787 3.062 -1.579 -0.051 0.016 0.003
H -0.082 4.702 -1.723 0.005 -0.012 -0.005
H -2.416 3.928 -1.298 0.016 -0.008 0.008
H -2.785 1.578 -0.588 -0.013 -0.017 0.003
```
Positions in Å, forces in eV/Å.

Calculated maximum force (Eh/bohr), listed in the same order as above: 0.06859 0.09319 0.02233
Calculated energy (eV), listed in the same order as above: -77099.3395 -67725.0559 -61036.5224